P.
The following is a DFT calculation (ωB97M-V/def2-TZVPD) of a 14-piece molecular cluster, C56H154N14O14 overall.

```
238
Properties=species:S:1:pos:R:3:lowdin_charge:R:1
C -4.04357 4.67680 -33.73851 -0.05
C -4.58765 4.57452 -35.13171 -0.43
C -4.35550 5.86003 -36.03481 -0.17
O -5.31314 6.78619 -35.53873 -0.20
C -5.31908 7.95322 -36.34616 -0.12
N -4.22226 3.34077 -35.74516 0.03
H -4.47541 3.89030 -33.11962 0.06
H -4.37131 5.60858 -33.27755 0.08
H -2.95985 4.70911 -33.62621 0.07
H -5.67305 4.47478 -35.12388 0.13
H -4.61201 5.68837 -37.08020 0.12
H -3.37127 6.31928 -35.94281 0.12
H -5.59571 7.57649 -37.33087 0.07
H -4.37566 8.46491 -36.53649 0.09
H -6.18579 8.59102 -36.17259 0.09
H -4.93530 3.12867 -36.42830 0.09
H -4.27991 2.61772 -35.04234 0.03
C 0.44340 1.77030 -36.70821 -0.05
C -0.65026 2.71075 -36.11868 -0.37
C -0.29670 4.17266 -35.64390 -0.16
O 0.40903 4.10373 -34.40232 -0.28
C 0.74012 5.48033 -33.91940 -0.03
N -1.67487 2.79290 -37.20172 0.03
H 1.20982 1.54713 -35.96599 0.06
H 0.99048 2.25468 -37.51702 0.07
H 0.06677 0.89034 -37.22967 0.06
H -1.06024 2.19891 -35.24803 0.10
H -1.19869 4.75499 -35.45572 0.11
H 0.39412 4.57539 -36.38463 0.12
H -0.13965 6.05211 -33.62416 0.09
H 1.35395 5.94088 -34.69349 0.08
H 1.39966 5.33701 -33.06350 0.06
H -2.00263 1.87056 -37.45061 0.06
H -2.52710 3.16138 -36.80419 0.00
C 1.94129 -3.67073 -27.83422 -0.03
C 3.32802 -3.26045 -27.19434 -0.40
C 4.38542 -4.41135 -27.07049 -0.20
O 5.57313 -3.99014 -26.43983 -0.18
C 5.36885 -3.52191 -25.14066 -0.13
N 3.84630 -2.24158 -28.06315 0.03
H 2.02381 -4.16348 -28.80297 0.07
H 1.33297 -2.77411 -27.95309 0.04
H 1.45176 -4.36147 -27.14768 0.07
H 3.27693 -2.77123 -26.22164 0.11
H 4.55088 -4.91861 -28.02097 0.12
H 3.96500 -5.23794 -26.49769 0.11
H 5.18301 -2.44809 -25.16244 0.08
H 6.30157 -3.58115 -24.57974 0.09
H 4.53463 -3.99705 -24.62452 0.09
H 4.84009 -2.18420 -27.89235 0.07
H 3.73667 -2.61456 -28.99534 0.02
C 4.31002 0.17694 -33.92546 -0.05
C 4.91869 0.74702 -32.63953 -0.37
C 6.24672 0.00023 -32.16444 -0.19
O 6.05360 -1.35087 -32.16568 -0.24
C 7.28667 -2.03991 -31.94334 -0.07
N 5.12845 2.17580 -32.81472 0.05
H 4.95922 0.39326 -34.77389 0.09
H 3.37900 0.67420 -34.19753 0.05
H 4.03444 -0.87716 -33.89360 0.04
H 4.18177 0.63863 -31.84373 0.10
H 6.50984 0.29710 -31.14919 0.13
H 7.10547 0.15041 -32.81873 0.12
H 7.70582 -1.74373 -30.98174 0.10
H 8.05048 -1.81506 -32.68775 0.09
H 7.14473 -3.10976 -32.09618 0.09
H 4.36844 2.51103 -33.38927 0.05
H 5.05211 2.66412 -31.93391 0.01
C -8.35553 1.23481 -25.42191 -0.06
C -7.12489 0.43796 -25.88915 -0.47
C -6.37872 1.03585 -27.00363 -0.16
O -5.28213 0.09025 -27.41681 -0.20
C -5.07441 0.09128 -28.82509 -0.12
N -6.26600 0.43743 -24.71801 0.03
H -8.07886 2.16902 -24.93324 0.08
H -8.76150 0.66332 -24.58724 0.07
H -9.04261 1.34805 -26.26049 0.07
H -7.29281 -0.62935 -26.03321 0.14
H -6.04686 2.06169 -26.84356 0.14
H -7.07396 1.16352 -27.83336 0.11
H -4.70735 1.08468 -29.08301 0.09
H -5.88029 -0.31054 -29.43925 0.09
H -4.24253 -0.55416 -29.10702 0.06
H -6.48198 -0.29100 -24.05254 0.07
H -5.39551 0.21390 -25.17887 0.05
C 2.25041 -2.08730 -31.78675 -0.04
C 3.16471 -3.31241 -31.89593 -0.38
C 3.73201 -3.55731 -33.29213 -0.19
O 4.37516 -4.83258 -33.23004 -0.19
C 4.57270 -5.29177 -34.55147 -0.12
N 4.26189 -3.17358 -30.93424 0.06
H 2.00919 -1.84252 -30.75235 0.07
H 1.36279 -2.19147 -32.41077 0.06
H 2.76856 -1.25061 -32.25532 0.04
H 2.56478 -4.17368 -31.60200 0.13
H 4.49573 -2.90437 -33.71462 0.11
H 2.86270 -3.62669 -33.94603 0.11
H 5.26388 -4.58216 -35.00626 0.08
H 3.68003 -5.36954 -35.17211 0.08
H 5.11966 -6.23030 -34.64144 0.09
H 4.85953 -3.98277 -31.02435 0.08
H 4.82403 -2.39067 -31.23614 0.05
C 1.07372 1.53829 -32.53365 -0.03
C -0.39560 1.32995 -32.24543 -0.41
C -0.64824 0.92737 -30.78528 -0.23
O -0.56229 -0.41811 -30.55324 -0.16
C -0.90303 -0.97935 -29.30380 -0.09
N -1.13753 2.52116 -32.50485 0.04
H 1.57655 2.19324 -31.82209 0.07
H 1.24650 1.93509 -33.53406 0.06
H 1.55617 0.56131 -32.56277 0.06
H -0.79337 0.58030 -32.92947 0.12
H -1.65503 1.17299 -30.44741 0.11
H -0.14699 1.63442 -30.12427 0.11
H -1.97500 -1.06770 -29.12719 0.07
H -0.46842 -0.51320 -28.41954 0.08
H -0.49440 -1.98638 -29.21999 0.07
H -1.06937 3.14840 -31.71617 0.08
H -0.80131 3.02508 -33.31301 0.04
C 4.07721 5.38953 -32.08876 -0.06
C 4.25510 4.96225 -30.66208 -0.42
C 2.88161 4.56202 -30.07040 -0.17
O 1.99783 5.67931 -30.00112 -0.16
C 0.70340 5.28850 -29.75669 -0.13
N 5.24466 3.90962 -30.64202 0.04
H 5.03925 5.56449 -32.57041 0.09
H 3.41169 6.23173 -32.27816 0.08
H 3.60563 4.61766 -32.69698 0.06
H 4.65097 5.82996 -30.13439 0.14
H 3.06608 4.06775 -29.11658 0.11
H 2.46116 3.82105 -30.75032 0.10
H 0.10378 6.17895 -29.56790 0.09
H 0.63333 4.57097 -28.93916 0.09
H 0.25403 4.89550 -30.66868 0.07
H 5.40304 3.73786 -29.65941 0.09
H 6.04261 4.40174 -31.01777 0.09
C 8.46349 4.00196 -36.65925 -0.06
C 7.22797 3.87611 -35.71854 -0.45
C 5.85708 4.06677 -36.37276 -0.17
O 4.78145 3.86385 -35.40489 -0.21
C 3.46495 4.20172 -35.92782 -0.08
N 7.29726 2.57320 -35.09817 0.04
H 8.39544 4.87654 -37.30622 0.07
H 8.54666 3.12775 -37.30496 0.07
H 9.38025 4.11258 -36.08011 0.07
H 7.33687 4.68388 -34.99484 0.12
H 5.85292 3.31855 -37.16538 0.12
H 5.75113 5.05000 -36.83116 0.12
H 3.26699 3.69990 -36.87497 0.08
H 3.33541 5.27079 -36.09641 0.08
H 2.71618 3.81521 -35.23640 0.06
H 6.56938 2.38201 -34.42456 0.02
H 8.17140 2.32667 -34.65636 0.07
C -1.68064 -4.60200 -30.71563 -0.04
C -1.68809 -5.11376 -29.23445 -0.41
C -3.07351 -5.27300 -28.60090 -0.23
O -3.56729 -3.97298 -28.26879 -0.20
C -4.82754 -4.12113 -27.55829 -0.08
N -1.08107 -6.42113 -29.33804 0.03
H -2.12455 -5.33018 -31.39445 0.07
H -0.67643 -4.36596 -31.06769 0.07
H -2.29156 -3.70097 -30.77055 0.06
H -1.24320 -4.38590 -28.55592 0.12
H -3.04467 -5.88394 -27.69868 0.11
H -3.71826 -5.87941 -29.23704 0.12
H -4.64339 -4.66737 -26.63319 0.08
H -5.57466 -4.61883 -28.17652 0.09
H -5.15509 -3.13006 -27.24430 0.08
H -0.97118 -6.91121 -28.46177 0.07
H -1.60568 -7.06802 -29.90936 0.07
C 3.04551 1.19195 -29.08172 -0.06
C 3.37884 1.58675 -27.58878 -0.36
C 2.39916 0.87822 -26.55427 -0.23
O 2.69665 1.20259 -25.25336 -0.20
C 1.91278 0.63764 -24.21724 -0.09
N 4.74639 1.07664 -27.43447 0.03
H 3.03802 0.10485 -29.16083 0.06
H 3.82836 1.56095 -29.74436 0.05
H 2.05981 1.54777 -29.38155 0.05
H 3.26786 2.65145 -27.38340 0.12
H 2.49254 -0.20516 -26.62957 0.11
H 1.41703 1.25759 -26.83639 0.12
H 2.09129 1.24865 -23.33242 0.09
H 2.20277 -0.39338 -24.01476 0.09
H 0.85171 0.79397 -24.41166 0.08
H 4.79564 0.10052 -27.68915 0.04
H 4.95016 1.13214 -26.44680 0.06
C -1.66895 -1.60628 -22.01691 -0.06
C -2.84497 -1.31308 -22.94906 -0.39
C -2.64566 -2.01218 -24.35703 -0.18
O -1.35887 -1.65878 -24.88509 -0.18
C -1.03963 -2.36373 -26.03871 -0.13
N -4.05721 -1.86155 -22.25001 0.03
H -0.71822 -1.45251 -22.52737 0.06
H -1.70646 -2.65299 -21.71509 0.08
H -1.64249 -0.87508 -21.20899 0.08
H -3.02821 -0.25967 -23.16085 0.13
H -3.40759 -1.72620 -25.08215 0.11
H -2.81069 -3.07762 -24.19676 0.11
H -0.92156 -3.43874 -25.90268 0.09
H -0.07481 -2.02433 -26.41559 0.07
H -1.68053 -2.20619 -26.90620 0.07
H -4.86759 -1.74563 -22.84157 0.04
H -3.84163 -2.84413 -22.15971 0.05
C -3.90135 -0.73182 -32.13452 -0.04
C -4.47918 0.32868 -33.07184 -0.41
C -5.62924 1.25216 -32.51892 -0.17
O -6.76647 0.44073 -32.16367 -0.20
C -7.80996 1.11132 -31.41292 -0.10
N -3.41585 1.08706 -33.67867 0.04
H -4.69066 -1.43323 -31.86413 0.08
H -3.41562 -0.23323 -31.29573 0.06
H -3.25840 -1.29691 -32.80934 0.08
H -4.85235 -0.22462 -33.93364 0.13
H -5.95096 2.00654 -33.23690 0.10
H -5.25772 1.85288 -31.68874 0.11
H -7.58862 1.67758 -30.50823 0.07
H -8.48357 0.33813 -31.04341 0.08
H -8.34969 1.77998 -32.08350 0.08
H -2.81487 1.52498 -32.99519 0.03
H -2.92574 0.57861 -34.40073 0.08
C 1.17469 -1.78062 -39.22128 -0.08
C 1.60864 -2.95920 -38.29946 -0.41
C 1.61772 -2.51051 -36.75622 -0.19
O 0.45550 -1.81056 -36.41515 -0.21
C 0.45333 -1.39879 -35.04644 -0.08
N 0.63946 -3.97118 -38.52298 0.01
H 0.19105 -1.38701 -38.96511 0.07
H 1.14902 -2.06924 -40.27206 0.07
H 1.86016 -0.95053 -39.05043 0.07
H 2.60384 -3.28155 -38.60566 0.13
H 2.45336 -1.81301 -36.69883 0.12
H 1.72664 -3.45784 -36.22821 0.11
H 0.44346 -2.28250 -34.40843 0.08
H -0.48059 -0.88544 -34.81760 0.08
H 1.33836 -0.77627 -34.91490 0.08
H 0.45708 -4.05977 -39.51242 0.07
H -0.23376 -3.68922 -38.10095 0.07
```

Computed properties:
* HOMO: -8.35 eV
* gap between HOMO and LUMO: 8.84 eV
* spin multiplicity: 1


Q.
The following is a DFT calculation (ωB97M-V/def2-TZVPD) of a 14-piece molecular cluster, C56H154N14O14 overall.

```
238
Properties=species:S:1:pos:R:3:lowdin_charge:R:1
C 4.25574 1.90204 -3.28667 -0.07
C 4.97320 0.66840 -2.75167 -0.45
C 4.30763 0.23341 -1.46265 -0.19
O 4.95539 -0.94083 -0.92048 -0.22
C 5.03340 -1.00947 0.51311 -0.09
N 4.89874 -0.44014 -3.72926 0.05
H 4.29781 2.73930 -2.59614 0.08
H 3.22934 1.56871 -3.32887 0.04
H 4.57541 2.10117 -4.29443 0.07
H 6.06996 1.06057 -2.52721 0.17
H 3.28440 -0.08581 -1.72677 0.12
H 4.28381 1.05344 -0.72336 0.13
H 5.35745 -2.03620 0.77150 0.07
H 3.98414 -0.80397 0.92621 0.08
H 5.68660 -0.31656 0.98570 0.07
H 5.52636 -0.33554 -4.51278 0.07
H 5.19251 -1.33165 -3.24953 0.09
C 4.85186 -5.49476 0.56356 -0.07
C 3.78630 -5.29948 -0.45583 -0.47
C 2.59372 -4.60943 0.10767 -0.21
O 1.61219 -4.22216 -0.85651 -0.21
C 1.08873 -5.19197 -1.74332 -0.10
N 4.39112 -4.58957 -1.59059 0.07
H 5.67672 -5.93133 0.01271 0.08
H 4.48729 -6.18969 1.35465 0.10
H 5.12867 -4.54442 1.01095 0.05
H 3.53850 -6.30106 -0.82572 0.14
H 2.93061 -3.65775 0.55426 0.11
H 2.19448 -5.27214 0.87463 0.13
H 0.13232 -4.82316 -2.00987 0.07
H 0.93143 -6.12728 -1.28908 0.07
H 1.81321 -5.30558 -2.54875 0.07
H 3.87131 -4.87287 -2.40775 0.05
H 4.49884 -3.59769 -1.46874 0.06
C -2.79114 5.48321 1.11294 -0.06
C -1.95737 4.52747 0.27871 -0.48
C -1.57441 3.32138 1.15451 -0.18
O -0.52181 3.67008 2.09384 -0.19
C -0.20259 2.58073 2.94571 -0.10
N -2.67226 4.07040 -0.87288 0.05
H -2.99915 6.47665 0.73253 0.07
H -2.15098 5.71263 2.05621 0.11
H -3.67722 4.95350 1.48545 0.08
H -1.01576 4.96538 0.05710 0.11
H -1.26977 2.41137 0.48207 0.13
H -2.44921 2.96896 1.70560 0.10
H -1.14459 2.10807 3.24994 0.08
H 0.45309 2.92740 3.73313 0.08
H 0.42293 1.81008 2.40935 0.07
H -2.94124 4.92662 -1.37456 0.08
H -2.01041 3.57573 -1.51664 0.06
C 5.10376 -3.85236 5.74768 -0.05
C 4.88663 -4.10683 4.25451 -0.43
C 3.39146 -4.15699 3.94944 -0.20
O 2.86900 -5.29563 4.62570 -0.20
C 1.44846 -5.42989 4.66213 -0.09
N 5.57936 -3.21626 3.31052 0.04
H 4.58830 -4.64737 6.37035 0.10
H 4.79291 -2.84302 6.07901 0.08
H 6.13336 -3.90011 5.93909 0.04
H 5.21140 -5.09903 3.94522 0.13
H 3.28503 -4.18411 2.82092 0.12
H 2.90708 -3.27519 4.31668 0.09
H 1.04135 -5.63691 3.63555 0.10
H 0.96486 -4.53343 5.00734 0.06
H 1.24926 -6.23270 5.34450 0.08
H 6.56645 -3.14665 3.59028 0.08
H 5.26152 -2.24412 3.32990 0.05
C 3.61154 0.97972 5.60183 -0.02
C 2.90464 0.87433 4.25015 -0.40
C 3.27119 1.90480 3.18406 -0.24
O 2.88029 3.19071 3.60834 -0.19
C 3.08886 4.10665 2.49643 -0.08
N 3.05745 -0.47976 3.57674 0.07
H 3.02274 0.33865 6.21556 0.04
H 3.57630 2.01610 5.83709 0.07
H 4.66968 0.69873 5.38872 0.10
H 1.86652 1.10086 4.42387 0.10
H 2.65500 1.62770 2.28787 0.11
H 4.30466 1.88035 2.80978 0.12
H 3.03923 5.11995 2.98987 0.11
H 2.42765 4.05143 1.67131 0.07
H 4.11812 4.07154 2.18304 0.07
H 2.41823 -0.66956 2.80496 0.03
H 3.01419 -1.14976 4.34627 0.04
C -0.39766 6.74030 -8.46488 -0.05
C 0.14795 5.31877 -8.59119 -0.46
C 0.59170 4.80472 -7.26064 -0.23
O 1.24501 3.54450 -7.49249 -0.19
C 1.87495 3.09983 -6.33424 -0.12
N -0.74035 4.45689 -9.37994 0.06
H -0.14252 7.27448 -9.33117 0.05
H 0.18712 7.26173 -7.68780 0.07
H -1.46439 6.80527 -8.12412 0.10
H 1.10843 5.39481 -9.09852 0.14
H -0.21181 4.77240 -6.49011 0.13
H 1.33444 5.49046 -6.80315 0.12
H 2.30768 2.11026 -6.41806 0.08
H 1.02033 3.09019 -5.64024 0.07
H 2.55645 3.86879 -5.84780 0.10
H -1.49950 4.20905 -8.75364 0.05
H -0.19280 3.58158 -9.45133 0.08
C -4.98622 0.64016 -0.26187 -0.07
C -5.37995 -0.72105 -0.68983 -0.44
C -4.13613 -1.44909 -1.24727 -0.18
O -4.45325 -2.80133 -1.63567 -0.18
C -3.29897 -3.47226 -2.03481 -0.13
N -5.94429 -1.51543 0.40851 0.06
H -4.43768 0.64715 0.72539 0.08
H -5.81110 1.33796 -0.16005 0.08
H -4.27076 1.11268 -1.01376 0.09
H -6.04508 -0.61746 -1.51000 0.13
H -3.41668 -1.48890 -0.35937 0.11
H -3.67359 -0.85504 -2.04869 0.12
H -2.96022 -3.12330 -3.03061 0.09
H -3.49609 -4.52628 -2.15862 0.09
H -2.49107 -3.43430 -1.31463 0.06
H -6.09607 -2.40333 0.02723 0.04
H -5.31641 -1.60074 1.21871 0.05
C -4.83733 -1.27297 5.65616 -0.04
C -5.14240 -0.33161 4.45065 -0.40
C -3.76926 0.29165 3.97334 -0.15
O -2.99248 1.04361 4.95511 -0.23
C -3.38921 2.38099 5.14761 -0.11
N -5.76501 -1.10842 3.40741 0.04
H -5.71226 -1.55328 6.19990 0.07
H -4.06293 -0.89124 6.27930 0.06
H -4.43109 -2.16801 5.25100 0.04
H -5.75271 0.42996 4.86527 0.11
H -3.97215 0.96412 3.16850 0.09
H -3.11497 -0.52944 3.66794 0.11
H -4.19959 2.36898 5.85985 0.08
H -3.69859 2.83205 4.21456 0.08
H -2.48405 2.86545 5.54770 0.10
H -6.52024 -1.67958 3.75124 0.08
H -6.11028 -0.58508 2.60242 0.06
C 1.67521 -3.00663 8.31285 -0.06
C 1.62223 -1.48504 8.12382 -0.44
C 0.65311 -1.05689 7.06073 -0.21
O 1.05965 -1.42073 5.74544 -0.20
C 0.13001 -1.23888 4.78209 -0.16
N 1.23997 -0.73229 9.32640 0.03
H 1.72706 -3.58163 7.33989 0.08
H 0.88084 -3.45547 8.95309 0.08
H 2.56546 -3.33944 8.83797 0.06
H 2.66453 -1.17741 7.82990 0.14
H 0.52846 0.02470 7.21623 0.13
H -0.35637 -1.43566 7.36032 0.14
H -0.29744 -0.26581 4.73414 0.07
H -0.66532 -2.00375 4.86205 0.10
H 0.68205 -1.41065 3.85388 0.06
H 0.29134 -0.91198 9.62468 0.07
H 1.92533 -0.82056 10.05429 0.07
C 1.48189 6.26602 -2.27030 -0.06
C 0.03979 6.04652 -2.70217 -0.43
C -0.32447 6.98031 -3.94597 -0.19
O -0.21252 8.31696 -3.49103 -0.18
C -1.02833 9.15745 -4.27082 -0.11
N -0.27716 4.62319 -2.87276 0.06
H 1.60789 5.66468 -1.40083 0.05
H 1.72761 7.25028 -1.88842 0.08
H 2.23733 5.93953 -3.05718 0.10
H -0.58065 6.44356 -1.92954 0.11
H -1.38649 6.67780 -4.17619 0.12
H 0.25796 6.75242 -4.84815 0.11
H -1.04940 10.11734 -3.75002 0.09
H -2.01814 8.67112 -4.29777 0.09
H -0.68063 9.29024 -5.28965 0.08
H 0.43938 4.25086 -3.54119 0.08
H -1.20592 4.68019 -3.36437 0.06
C -2.99601 -7.38913 3.70595 -0.05
C -3.54144 -6.10580 4.48053 -0.37
C -3.99354 -4.92724 3.41926 -0.19
O -2.95061 -4.43147 2.63635 -0.19
C -3.18465 -4.57722 1.25870 -0.12
N -4.64569 -6.23864 5.42956 0.01
H -2.50157 -6.96289 2.77611 0.08
H -3.83330 -8.03940 3.43639 0.07
H -2.28086 -7.96328 4.21019 0.04
H -2.58815 -5.81759 5.02501 0.14
H -4.43289 -4.07646 3.99343 0.10
H -4.83950 -5.26123 2.85396 0.11
H -4.12145 -4.13190 1.02142 0.07
H -3.14727 -5.61969 0.84153 0.11
H -2.39019 -4.08346 0.69528 0.06
H -5.20711 -7.00631 5.13252 0.05
H -4.30876 -6.44419 6.41822 0.10
C -1.23591 -1.62868 1.50790 -0.03
C -0.13294 -1.49061 0.42096 -0.41
C -0.15743 -0.10645 -0.09106 -0.26
O 0.67390 0.01988 -1.19293 -0.17
C 0.37422 1.22643 -1.86323 -0.09
N 1.17115 -1.73812 0.99113 0.09
H -1.09274 -2.65004 1.97206 0.09
H -2.21532 -1.67275 1.05110 0.04
H -1.20866 -0.91212 2.38309 0.08
H -0.24760 -2.14983 -0.47222 0.14
H 0.22479 0.63153 0.71131 0.14
H -1.16364 0.10726 -0.32406 0.10
H 1.23292 1.38978 -2.49212 0.06
H 0.33573 2.00060 -1.13725 0.07
H -0.48779 1.24020 -2.46513 0.05
H 1.22418 -2.73585 1.03702 0.05
H 1.86634 -1.50618 0.33009 0.05
C -0.36376 -2.63624 -4.61416 -0.07
C 1.13452 -2.42772 -4.80765 -0.42
C 1.52438 -0.95250 -5.00898 -0.16
O 0.72206 -0.34321 -6.06889 -0.24
C 1.24083 -0.58472 -7.33734 -0.12
N 1.83866 -3.00777 -3.62933 0.07
H -0.62209 -3.72494 -4.46788 0.10
H -0.89644 -2.23123 -5.48140 0.08
H -0.68204 -2.11228 -3.73645 0.05
H 1.39416 -2.89815 -5.77604 0.13
H 2.63253 -0.88547 -5.12769 0.11
H 1.22395 -0.48181 -4.00482 0.13
H 1.13497 -1.57054 -7.71321 0.08
H 2.27762 -0.26622 -7.35554 0.09
H 0.71065 0.07377 -7.96553 0.07
H 2.69526 -2.48733 -3.39419 0.07
H 1.19147 -2.90192 -2.87046 0.03
C -2.15569 2.22130 -6.58263 -0.03
C -2.03041 2.13626 -5.08032 -0.42
C -3.23079 2.66004 -4.32919 -0.20
O -3.29110 4.06896 -4.52538 -0.23
C -4.55407 4.66991 -4.34144 -0.10
N -1.68123 0.74276 -4.66237 0.05
H -3.03318 1.67000 -6.80737 0.08
H -1.33148 1.78448 -7.16646 0.09
H -2.27909 3.21404 -6.84055 0.04
H -1.25486 2.76321 -4.58476 0.11
H -3.14826 2.46520 -3.20694 0.13
H -4.10572 2.26038 -4.76222 0.11
H -4.34887 5.73197 -4.49255 0.08
H -4.96051 4.47231 -3.32167 0.10
H -5.24809 4.40573 -5.14421 0.09
H -1.25811 0.24090 -5.50303 0.07
H -2.49850 0.21271 -4.36189 0.06
```

Computed properties:
* HOMO: -8.73 eV
* gap between HOMO and LUMO: 9.27 eV
* spin multiplicity: 1


Energy ordering: Q at the bottom, the next structure 0.0080 hartree above.